The following is a quantum chemistry calculation of C15H54O21P2SSr as an isolated structure, from the Open Molecules 2025 dataset.

Last column: Löwdin charge in e.
Positions of all 94 atoms, in Å:
Sr1 -0.50 0.93 2.77  1.69
S1 1.21 0.03 -0.14  0.24
O1 -0.03 0.44 0.44  -0.43
O2 1.04 -0.22 -1.54  -0.29
O3 2.26 0.99 0.07  -0.31
O4 1.54 -1.21 0.49  -0.32
C1 0.61 3.61 -1.05  -0.14
O5 2.03 3.46 -0.99  -0.12
H1 0.44 4.56 -1.58  0.08
H2 0.08 2.81 -1.58  0.07
H3 0.25 3.74 -0.03  0.05
H4 2.14 2.53 -0.81  0.01
C2 4.47 -2.61 -1.43  -0.20
O6 4.10 -2.78 -2.73  -0.10
H5 4.94 -1.62 -1.37  0.07
H6 3.65 -2.44 -0.74  0.05
H7 5.06 -3.38 -0.94  0.09
H8 3.50 -2.06 -2.93  0.03
C3 2.75 -4.02 1.91  -0.12
O7 2.86 -2.63 2.28  -0.15
H9 3.16 -4.21 0.91  0.07
H10 3.38 -4.54 2.64  0.08
H11 1.73 -4.38 1.88  0.06
H12 2.38 -2.10 1.64  -0.01
C4 0.11 -2.83 3.73  -0.09
O8 -0.03 -1.67 2.86  -0.24
H13 -0.17 -3.72 3.16  0.08
H14 1.15 -2.88 4.03  0.08
H15 -0.51 -2.75 4.62  0.09
H16 0.41 -1.85 2.02  0.02
C5 4.85 0.53 1.90  -0.17
O9 4.80 0.63 0.51  -0.11
H17 5.87 0.48 2.26  0.08
H18 4.44 1.44 2.35  0.06
H19 4.34 -0.35 2.28  0.07
H20 3.90 0.87 0.28  0.00
C6 0.53 -3.29 -2.38  -0.19
O10 1.11 -3.34 -1.15  -0.11
H21 0.09 -2.31 -2.54  0.06
H22 1.30 -3.32 -3.15  0.08
H23 -0.25 -4.03 -2.58  0.08
H24 1.40 -2.47 -0.87  0.02
C7 2.02 3.61 2.32  -0.08
O11 1.36 2.33 2.06  -0.31
H25 2.98 3.44 2.82  0.08
H26 2.12 4.26 1.46  0.08
H27 1.31 4.13 2.97  0.08
H28 1.84 1.92 1.33  0.00
C8 0.21 1.17 -4.59  -0.17
O12 -0.32 0.18 -3.78  -0.13
H29 -0.33 1.11 -5.53  0.08
H30 0.05 2.15 -4.14  0.07
H31 1.28 1.02 -4.75  0.07
H32 0.17 0.01 -2.97  0.00
C9 3.74 0.60 -3.17  -0.13
O13 2.77 -0.41 -3.34  -0.14
H33 4.32 0.60 -4.08  0.09
H34 3.29 1.59 -3.00  0.08
H35 4.43 0.52 -2.33  0.07
H36 2.10 -0.30 -2.66  -0.01
C10 -2.49 5.51 -0.04  -0.07
O14 -3.40 4.57 0.58  -0.23
P1 -3.14 2.96 0.62  0.55
O15 -1.89 2.56 1.36  -0.34
O16 -4.57 2.36 1.15  -0.22
C11 -5.80 2.86 0.74  -0.14
O17 -3.17 2.64 -0.97  -0.19
C12 -2.68 1.43 -1.44  -0.11
H37 -2.97 6.16 -0.78  0.10
H38 -1.62 5.01 -0.47  0.06
H39 -2.01 6.14 0.70  0.09
H40 -6.65 2.49 1.32  0.09
H41 -6.02 2.58 -0.28  0.09
H42 -5.89 3.95 0.69  0.09
H43 -2.57 0.56 -0.80  0.07
H44 -1.65 1.54 -1.78  0.07
H45 -3.34 1.05 -2.22  0.11
C13 -3.43 -4.03 2.36  -0.09
O18 -2.92 -2.72 2.61  -0.23
P2 -3.27 -1.43 1.68  0.48
O19 -2.55 -0.20 2.03  -0.35
O20 -3.06 -1.93 0.16  -0.23
C14 -1.72 -2.30 -0.25  -0.04
O21 -4.89 -1.36 1.79  -0.19
C15 -5.58 -0.62 0.76  -0.08
H46 -2.61 -4.70 2.13  0.09
H47 -4.24 -4.08 1.63  0.09
H48 -3.87 -4.38 3.29  0.09
H49 -1.30 -1.49 -0.84  0.08
H50 -1.79 -3.18 -0.89  0.10
H51 -1.12 -2.46 0.65  0.08
H52 -6.05 0.30 1.11  0.07
H53 -6.45 -1.18 0.42  0.09
H54 -4.96 -0.56 -0.13  0.08

Values from the calculation:
Energy   -3295.75098 hartree
Gap between HOMO and LUMO   7.05 eV
2S+1   1
Max |F|   3.870 eV Å⁻¹